1.
16
Properties=species:S:1:pos:R:3:forces:R:3:nbo_charge:R:1 method="wB97M-V/def2-TZVPD" homo_ev=-8.4 gap_ha=0.3153
C -2.08153 -0.24949 -0.52510 -0.019 -0.079 -0.183 -0.686
C -0.74053 0.28628 -0.94917 0.504 -0.837 -0.273 0.027
C 0.66677 0.83489 0.71295 1.529 -0.618 0.284 0.360
N -0.63476 1.01219 -1.98503 -0.197 0.448 0.494 -0.608
N 1.36366 1.84413 0.56308 -0.768 -0.468 -0.263 -0.656
H 0.30578 1.41408 -2.07183 0.020 -0.385 -0.153 0.322
H 1.96179 1.89325 -0.25753 0.132 -0.136 0.147 0.380
H 0.02050 0.59477 1.55398 -0.092 -0.058 -0.205 0.185
H -2.85646 0.03231 -1.23994 0.025 0.049 0.058 0.231
H -2.34908 0.13627 0.46365 0.018 -0.001 -0.042 0.215
H -2.04861 -1.34032 -0.44842 0.001 0.052 0.036 0.222
N 1.44435 -1.81852 1.12749 -0.155 0.396 -0.055 -0.495
O 1.32406 -0.74970 0.19202 0.036 0.664 0.558 -0.541
H 0.27205 -0.48638 -0.47425 -1.072 0.943 -0.372 0.371
H 0.92189 -1.54245 1.96161 0.118 -0.120 -0.079 0.326
H 2.43012 -1.86131 1.37649 -0.082 0.151 0.048 0.346

=====

2.
16
Properties=species:S:1:pos:R:3:forces:R:3:nbo_charge:R:1 method="wB97M-V/def2-TZVPD" homo_ev=-9.0 smiles="N=C(N)N.C=CO" gap_ha=0.3614
N -1.73221 -0.59827 -1.59307 -0.108 -0.180 -0.006 -0.743
C -1.96883 -0.15733 -0.42671 0.254 0.205 -0.019 0.569
N -3.12911 0.48553 0.02338 -0.125 0.168 -0.036 -0.854
N -1.02231 -0.26410 0.59774 -0.581 -0.342 -0.124 -0.831
H -2.48728 -0.35912 -2.23007 0.059 -0.020 -0.013 0.330
H -3.82033 0.64800 -0.69112 0.059 -0.062 -0.150 0.378
H -2.93887 1.34708 0.51397 0.045 -0.031 0.201 0.381
H -1.51494 -0.38968 1.46995 0.228 -0.014 0.247 0.375
H -0.39074 -1.03931 0.43076 0.107 0.246 -0.072 0.400
C 2.10289 0.67400 -0.26621 -0.138 -0.230 -0.541 -0.500
C 3.02422 -0.12017 0.23921 0.088 -0.254 0.201 0.124
O 2.86826 -0.70745 1.46783 0.027 0.021 0.240 -0.698
H 2.21105 1.00307 -1.28661 0.086 0.149 -0.062 0.207
H 1.15745 0.85067 0.21743 0.016 0.185 0.265 0.223
H 3.91388 -0.43043 -0.29942 0.050 0.204 -0.031 0.163
H 3.72686 -0.94250 1.83295 -0.070 -0.045 -0.100 0.477

=====

3.
16
Properties=species:S:1:pos:R:3:forces:R:3:nbo_charge:R:1 method="wB97M-V/def2-TZVPD" homo_ev="-14.4 / -14.4" total_charge=+1 spin_multiplicity=2 gap_ha="0.4179 / 0.2084"
O -1.46116 0.93189 -0.75992 -0.228 0.125 0.393 -0.434
C -0.31947 0.61291 -0.62128 0.693 -0.197 -0.838 0.645
N 0.13394 -0.13799 0.48422 -0.520 -0.851 0.749 -0.369
C -0.67588 -0.28823 1.63632 0.702 -1.094 -0.388 -0.115
N -0.48190 -1.51322 2.34202 -0.630 0.050 -0.775 -0.675
C 0.84787 0.91719 -1.52794 0.798 -0.232 0.109 -0.325
N 1.79662 -0.18753 -1.62948 0.850 -0.620 0.158 -0.871
H 0.96827 -0.70894 0.27164 0.027 0.263 0.171 0.465
H -0.53439 0.63839 2.21929 -0.358 -0.090 0.351 0.300
H -1.71067 -0.29990 1.27225 -0.591 0.713 -0.258 0.310
H -0.52791 -2.30029 1.69109 0.548 0.125 0.069 0.388
H -1.27595 -1.70285 2.94905 0.386 0.392 0.658 0.407
H 1.45788 1.57546 -0.89873 -0.420 0.809 -0.409 0.241
H 0.49169 1.40162 -2.43063 0.046 0.042 -0.140 0.243
H 1.78472 -0.93054 -2.31805 -1.293 0.231 -0.280 0.398
H 2.73774 0.15832 -1.76560 -0.011 0.336 0.433 0.392

=====

4.
17
Properties=species:S:1:pos:R:3:forces:R:3:nbo_charge:R:1 method="wB97M-V/def2-TZVPD" homo_ev=-9.6 smiles="CC(C)(N)/N=[N+](/[O-])O" gap_ha=0.3741
C -1.86384 0.07050 -0.30108 0.974 0.064 -1.059 -0.634
C -0.35609 0.15266 0.00482 3.399 -2.499 -1.153 0.264
C 0.44656 1.06941 -0.95980 -0.200 0.977 1.396 -0.643
N -0.02085 0.35653 1.41964 0.717 0.049 -1.847 -0.860
N 0.20615 -1.23283 -0.38459 -3.438 0.755 -0.841 -0.312
N 1.29597 -1.71138 -0.15446 0.994 0.715 1.568 0.569
O 1.65793 -2.80787 -0.50232 0.845 -0.184 -0.035 -0.402
O 2.25323 -0.99006 0.63524 -1.091 1.631 1.246 -0.610
H -2.21280 -0.97271 -0.34136 0.255 0.449 0.028 0.251
H -2.22298 0.54930 0.56727 -1.517 0.739 0.608 0.204
H -2.14753 0.60615 -1.25554 0.302 -0.554 1.210 0.229
H 1.57366 1.00869 -0.91405 -1.299 -0.547 0.105 0.239
H 0.24214 2.12630 -0.58589 -0.205 -0.884 -1.405 0.203
H 0.05977 0.71127 -1.93080 0.452 1.165 0.145 0.242
H 0.14723 1.33044 1.54253 -0.362 0.762 0.736 0.378
H -0.77071 -0.02285 1.93881 -0.579 -0.039 1.227 0.382
H 1.71214 -0.24355 1.22159 0.754 -2.598 -1.931 0.499

=====

5.
17
Properties=species:S:1:pos:R:3:forces:R:3:nbo_charge:R:1 method="wB97M-V/def2-TZVPD" homo_ev=-8.7 gap_ha=0.3328
C 0.34328 1.40637 0.34044 -0.554 2.473 -2.105 0.749
C 1.05586 0.46384 -0.64876 -0.609 -1.065 0.602 -0.344
N 0.27973 -0.77687 -0.67228 -0.401 -0.053 -0.467 -0.301
N -1.04141 -0.56247 -1.22854 0.161 1.344 0.407 -0.675
C 0.02825 -1.18285 0.79197 0.689 2.649 -0.113 -0.008
O 1.10985 2.23124 1.10399 -0.612 -0.499 0.091 -0.659
O -0.82454 1.72879 0.08155 1.618 -0.298 1.364 -0.622
N -1.21278 -1.72211 0.99010 -2.268 -0.479 -2.231 -0.911
H 1.99050 1.86062 1.24580 -0.082 -0.084 -0.091 0.488
H -1.33758 0.41746 -0.89600 0.085 -1.495 -0.743 0.415
H 0.12845 -0.06049 1.29867 0.189 -2.580 0.116 0.094
H -1.64825 -1.50137 -0.37516 1.536 -0.180 1.699 0.411
H -0.97282 -0.58118 -2.24159 -0.090 -0.344 0.134 0.387
H -1.91006 -0.99139 1.13475 0.271 0.103 0.803 0.339
H 1.08523 0.90704 -1.64867 0.078 0.180 0.273 0.236
H 2.06513 0.20793 -0.31977 0.012 0.061 -0.038 0.212
H 0.86118 -1.84456 1.04350 -0.022 0.266 0.299 0.190

=====

6.
17
Properties=species:S:1:pos:R:3:forces:R:3:nbo_charge:R:1 method="wB97M-V/def2-TZVPD" homo_ev="-8.0 / -8.4" gap_ha="0.2620 / 0.2738"
C -1.03319 -0.24007 -0.07818 0.875 -0.673 -2.494 -0.018
C -1.62356 1.01751 0.49468 0.391 -0.057 -0.087 -0.653
C -0.68220 -1.35630 0.85553 -0.026 -0.104 -0.078 -0.653
N 2.00364 -0.01718 -0.21374 -1.436 -2.540 4.388 0.193
N 1.75315 0.74083 0.75797 0.021 0.438 -2.164 -0.466
O 3.07216 -0.05642 -1.05589 0.202 2.783 -1.112 -0.537
N 0.34603 0.20303 -1.22032 1.159 -0.145 -1.733 0.104
O 0.80464 -0.37296 -2.22002 -3.349 0.143 1.788 -0.366
H 2.65767 -0.04508 -1.95679 0.145 -0.416 0.431 0.499
H 1.59820 1.69502 0.38278 1.878 0.568 0.865 0.335
H -1.62159 -0.57914 -0.92974 -0.344 -0.250 0.206 0.194
H -2.65499 0.80904 0.79727 0.071 -0.087 -0.078 0.232
H -1.66460 1.80316 -0.25749 0.064 0.126 0.049 0.227
H -1.09086 1.35109 1.38167 0.146 0.116 -0.029 0.223
H -1.61422 -1.83016 1.18107 0.010 0.031 0.037 0.221
H -0.15239 -1.00014 1.73550 0.129 0.020 -0.061 0.232
H -0.09789 -2.12223 0.34570 0.063 0.049 0.071 0.234

=====

7.
17
Properties=species:S:1:pos:R:3:forces:R:3:nbo_charge:R:1 method="wB97M-V/def2-TZVPD" homo_ev=-8.4 gap_ha=0.3437
N -1.25404 -1.64057 2.37298 0.245 0.084 -0.164 -0.857
C -0.48801 -1.59689 1.21579 -0.659 -0.216 -0.041 0.882
O 0.73614 -1.20439 1.38070 0.429 0.106 -0.467 -0.746
O -1.03709 -1.88607 0.14271 0.433 0.408 0.003 -0.751
H -2.15915 -2.02591 2.19186 -0.231 -0.272 0.072 0.385
H -0.80517 -1.96624 3.20897 0.151 0.160 0.155 0.384
C 1.05731 0.85443 -1.02003 -0.348 0.424 -0.033 -0.142
C -0.10313 1.45333 -1.28373 0.015 -0.168 0.271 -0.006
N -0.33526 2.80852 -1.08119 -0.105 0.628 0.201 -0.809
N 1.18421 -0.57707 -0.95972 0.503 0.326 -0.839 -0.780
H 1.88727 1.45502 -0.67042 0.152 -0.279 0.115 0.195
H -0.95520 0.90481 -1.67050 0.061 -0.153 0.057 0.199
H -1.30182 3.07773 -1.01913 -0.229 -0.242 -0.347 0.378
H 0.10510 3.21790 -0.26927 0.406 -0.207 -0.131 0.376
H 1.16162 -0.92055 0.28300 -0.760 -0.544 0.760 0.472
H 1.96740 -0.94239 -1.49429 0.094 0.159 0.039 0.389
H 0.33981 -1.01166 -1.32772 -0.156 -0.217 0.348 0.432

=====

8.
17
Properties=species:S:1:pos:R:3:forces:R:3:nbo_charge:R:1 method="wB97M-V/def2-TZVPD" homo_ev=-8.1 smiles="[H]/N=N/[C@H](NSC)OC" gap_ha=0.3342
H 0.16883 2.60070 2.71700 -0.434 -1.638 -1.008 0.320
N 0.31916 1.67759 2.15742 0.470 0.697 0.377 -0.366
N -0.68086 1.24608 1.61971 -0.189 -0.793 -0.620 -0.169
C -0.28202 -0.15025 0.64328 0.446 1.311 2.505 0.356
N 1.08005 -0.21651 0.47376 1.144 1.309 -2.837 -0.780
S 1.76570 0.66605 -0.85812 -0.045 -1.873 -0.253 0.353
C 1.95424 -0.96733 -1.67675 -1.114 1.283 -3.883 -0.731
O -0.93845 -0.00151 -0.54406 -0.811 0.462 -0.345 -0.515
C -2.37387 0.07637 -0.37899 -0.319 -0.233 -0.817 -0.255
H -0.40469 -1.06274 1.25921 -1.653 0.489 0.038 0.168
H 1.76316 -0.13379 1.17168 -0.114 -0.122 1.926 0.418
H 0.99232 -1.53208 -1.68174 0.754 0.665 0.223 0.225
H 2.73631 -1.52485 -1.29281 1.370 -1.039 1.361 0.203
H 2.26008 -0.86170 -2.78788 -0.588 0.198 1.506 0.207
H -2.78749 0.95047 0.07349 0.555 1.302 -0.004 0.195
H -2.52654 -0.62289 0.36394 -1.151 -2.004 1.401 0.170
H -3.04592 -0.14361 -1.25914 1.680 -0.012 0.431 0.201

=====

Computed energy relative to the best compared isomer or geometry (same formula, charge and spin), in the same sequence as the records: 162.9; 33.0; 21.8; 149.4; 128.2; 250.2; 35.6; 98.3 kcal per mole.